A structure of composition C49H50Cl4N4O2P4STi in a non-equilibrium geometry, computed with the ωB97M-V functional and the def2-TZVPD basis.

Properties
Charge = +2
Strongest force on any atom = 0.058 Eh/bohr
Energy above the lowest of the compared OMol25 structures with the same formula, charge and spin = 52.6 kcal/mol
Kohn-Sham gap = 6.315 eV
E = -6720.164900 hartree

Cartesian coordinates (Å):
1 Ti 0.4001 0.5472 0.5459
2 N -0.9805 0.3714 2.9367
3 N -0.2914 -0.4707 3.8218
4 C 0.7763 -1.2177 3.4765
5 N 1.3761 -1.9232 4.4392
6 S 1.3873 -1.3495 1.9148
7 H -0.9005 1.3444 3.2573
8 H -1.9742 0.1180 2.9106
9 H -0.5560 -0.4407 4.8045
10 H 1.0373 -1.9757 5.3864
11 H 2.1152 -2.5543 4.1721
12 C -3.3218 -0.4272 -1.1121
13 N -3.0460 -1.8225 -1.1846
14 C -2.9705 -2.4706 0.0919
15 P -1.3570 -1.9515 0.9213
16 C -1.5461 -2.9274 2.4627
17 C -0.5814 -3.8193 2.9257
18 C -0.7756 -4.4974 4.1170
19 C -1.9126 -4.2691 4.8755
20 C -2.8534 -3.3492 4.4438
21 C -2.6741 -2.6840 3.2459
22 C -0.2736 -2.9779 -0.1426
23 C -0.3092 -4.3701 -0.1320
24 C 0.4695 -5.0897 -1.0208
25 C 1.2396 -4.4272 -1.9630
26 C 1.2668 -3.0421 -1.9899
27 C 0.5335 -2.3181 -1.0670
28 C -3.4773 -2.5699 -2.3106
29 C -2.6980 -3.6450 -2.7305
30 C -3.0267 -4.3412 -3.8777
31 C -4.1412 -3.9806 -4.6151
32 C -4.9449 -2.9430 -4.1774
33 C -4.6196 -2.2382 -3.0317
34 P -1.7822 0.6593 -0.9009
35 C -1.2858 0.8098 -2.6502
36 C -1.1251 2.0521 -3.2585
37 C -0.7222 2.1325 -4.5797
38 C -0.4769 0.9788 -5.3074
39 C -0.6539 -0.2615 -4.7131
40 C -1.0491 -0.3505 -3.3899
41 C -2.7083 2.1922 -0.5658
42 C -3.6541 2.6750 -1.4697
43 C -4.4112 3.7867 -1.1506
44 C -4.2348 4.4220 0.0684
45 C -3.2959 3.9479 0.9695
46 C -2.5412 2.8308 0.6589
47 H -3.9951 -0.1824 -0.2754
48 H -3.7708 -0.0786 -2.0439
49 H -2.9726 -3.5570 -0.0338
50 H -3.8224 -2.1979 0.7383
51 H 0.3211 -3.9797 2.3514
52 H -0.0354 -5.2108 4.4489
53 H -2.0670 -4.8065 5.7971
54 H -3.7331 -3.1617 5.0371
55 H -3.4209 -1.9710 2.9233
56 H -0.9473 -4.8896 0.5690
57 H 0.4580 -6.1677 -0.9902
58 H 1.8109 -4.9839 -2.6868
59 H 1.8457 -2.5327 -2.7441
60 H 0.5663 -1.2100 -1.0625
61 H -1.8270 -3.9342 -2.1621
62 H -2.4028 -5.1606 -4.1997
63 H -4.3885 -4.5066 -5.5217
64 H -5.8385 -2.6847 -4.7234
65 H -5.2697 -1.4427 -2.6976
66 H -1.3170 2.9552 -2.7004
67 H -0.6106 3.1001 -5.0451
68 H -0.1593 1.0418 -6.3362
69 H -0.4952 -1.1636 -5.2858
70 H -1.1909 -1.3245 -2.9426
71 H -3.7901 2.1983 -2.4303
72 H -5.1404 4.1564 -1.8550
73 H -4.8255 5.2880 0.3148
74 H -3.1560 4.4477 1.9147
75 H -1.8018 2.4499 1.3650
76 C 3.7492 -0.4669 -1.2996
77 P 2.5700 0.8517 -0.7695
78 C 2.1028 1.4437 -2.4452
79 C 3.6205 2.2172 -0.1429
80 C 3.8096 3.4349 -0.7842
81 C 4.6744 4.3697 -0.2362
82 C 5.3588 4.0987 0.9382
83 C 5.1741 2.8873 1.5822
84 C 4.2959 1.9559 1.0535
85 P 3.9571 0.2888 1.7072
86 C 5.6623 -0.4138 1.6852
87 C 3.7923 0.5693 3.5203
88 H 4.7143 -0.0029 -1.5049
89 H 3.3901 -0.9327 -2.2155
90 H 3.8733 -1.2338 -0.5372
91 H 3.0103 1.6065 -3.0278
92 H 1.5147 2.3590 -2.4031
93 H 1.5008 0.6720 -2.9312
94 H 3.3031 3.6688 -1.7068
95 H 4.8252 5.3123 -0.7398
96 H 6.0450 4.8276 1.3416
97 H 5.7292 2.6698 2.4827
98 H 6.3015 0.1043 2.3968
99 H 6.0937 -0.3366 0.6887
100 H 5.5969 -1.4673 1.9592
101 H 4.5158 1.3048 3.8699
102 H 3.9736 -0.3804 4.0253
103 H 2.7825 0.9152 3.7412
104 Cl 0.9735 7.1774 0.3380
105 C 1.0175 5.5378 0.8292
106 C 1.4871 5.2049 2.1034
107 Cl 2.0327 6.4362 3.1605
108 C 1.5122 3.8719 2.5189
109 Cl 2.0341 3.4717 4.1029
110 C 1.0861 2.8760 1.6448
111 O 1.0292 1.5774 1.8735
112 C 0.6174 3.2126 0.3493
113 O 0.2318 2.1506 -0.3352
114 C 0.5821 4.5446 -0.0517
115 Cl 0.0052 4.9617 -1.6101

Atomic forces in eV per Å
Ti -1.273 -2.694 0.144
N -0.177 0.158 -0.063
N 0.118 0.174 0.600
C -0.282 0.289 -0.081
N -0.007 0.120 0.059
S 0.393 -0.325 0.147
H 0.061 -0.478 -0.059
H 0.410 -0.073 0.144
H 0.021 0.006 -0.315
H -0.110 0.002 -0.029
H -0.042 0.093 0.045
C 0.333 0.097 0.368
N 0.036 -0.070 -0.132
C 0.094 0.178 0.333
P -0.160 -1.328 -0.547
C 0.213 0.379 -0.071
C -0.148 -0.048 -0.108
C 0.026 -0.072 0.022
C 0.098 -0.028 0.007
C -0.102 0.006 0.082
C 0.064 0.006 -0.104
C -0.112 0.236 0.149
C 0.061 0.193 -0.037
C -0.032 -0.054 -0.018
C -0.020 0.067 0.012
C 0.071 0.228 -0.163
C -0.254 -0.041 0.340
C -0.040 -0.181 -0.284
C -0.033 0.024 0.049
C -0.033 -0.028 0.006
C -0.083 -0.007 -0.077
C 0.009 -0.027 -0.072
C 0.092 0.058 0.187
P -1.397 0.380 -0.961
C 0.217 -0.058 0.089
C -0.008 -0.045 0.111
C -0.010 0.023 -0.055
C -0.013 -0.035 0.040
C 0.033 -0.044 -0.094
C -0.048 -0.014 0.136
C 0.332 -0.093 0.209
C 0.083 -0.076 0.055
C -0.040 0.012 0.006
C 0.078 -0.006 -0.004
C -0.029 0.028 0.163
C 0.074 -0.135 -0.058
H -0.006 0.065 -0.139
H 0.068 0.054 0.175
H 0.068 0.172 0.085
H 0.075 -0.078 -0.088
H -0.027 -0.086 0.008
H 0.047 -0.069 0.051
H -0.014 -0.068 0.125
H -0.151 0.026 0.076
H -0.134 0.043 -0.046
H -0.030 -0.055 0.002
H -0.018 -0.130 -0.038
H 0.114 -0.102 -0.079
H 0.104 0.055 -0.087
H 0.020 -0.535 -0.314
H 0.139 0.069 0.032
H 0.055 -0.098 -0.041
H -0.049 -0.115 -0.113
H -0.082 0.049 -0.080
H -0.045 0.085 0.033
H 0.014 0.011 0.002
H 0.032 0.094 -0.042
H 0.010 0.025 -0.124
H 0.025 -0.076 -0.025
H -0.014 -0.062 0.013
H -0.007 -0.036 -0.060
H -0.064 0.044 -0.057
H -0.084 0.147 0.035
H 0.010 0.075 0.129
H -0.129 0.157 -0.065
C -0.288 -0.130 0.206
P 0.750 -0.175 -1.193
C -0.064 -0.033 0.248
C -0.112 -0.096 0.430
C -0.086 -0.017 -0.120
C -0.033 0.031 -0.063
C 0.027 0.037 0.016
C -0.026 0.072 -0.059
C -0.158 -0.283 -0.060
P 1.037 0.385 0.596
C -0.276 -0.066 -0.006
C -0.177 -0.129 -0.338
H -0.024 0.047 0.013
H -0.056 0.060 -0.053
H -0.016 0.024 -0.065
H 0.005 -0.017 -0.005
H 0.055 -0.056 -0.017
H 0.017 0.046 -0.047
H -0.097 0.027 -0.133
H -0.006 0.090 -0.048
H 0.047 0.076 0.042
H 0.021 -0.017 0.127
H 0.113 0.012 0.012
H 0.014 -0.023 -0.007
H 0.125 -0.032 0.018
H -0.021 -0.024 0.063
H 0.000 0.015 0.048
H 0.113 -0.048 0.073
Cl 0.017 -0.003 -0.009
C 0.042 -0.066 0.015
C -0.019 -0.025 -0.151
Cl -0.010 -0.035 0.009
C -0.038 -0.176 -0.116
Cl -0.047 -0.140 0.075
C -0.194 2.174 -0.870
O 0.423 0.264 0.889
C 0.832 1.401 1.434
O -0.229 0.697 -0.436
C -0.052 -0.235 0.068
Cl -0.002 -0.091 -0.122